1.
A cluster of 2 separate species, C11H7N3O2 in total at a distorted geometry, computed with ωB97M-V with the def2-TZVPD basis set.

Properties
gap between HOMO and LUMO (alpha / beta)	6.4 / 6.4	eV
energy above the lowest of the compared OMol25 structures with the same formula, charge and spin	118.7	kcal per mole
spin multiplicity	1
E_LUMO (alpha / beta)	-0.56 / -0.56	eV

Each line ends with the Löwdin charge.
Element x y z (Å)
O 2.538 0.784 -1.217  0.20
O 2.734 3.060 -1.361  0.24
N 2.674 -0.592 1.514  0.00
N 1.573 0.020 1.519  0.05
N 2.053 -2.074 -0.228  0.07
C -1.534 -0.512 -0.578  -0.28
C -1.052 -1.396 -1.493  0.18
C -3.208 1.115 0.101  -0.07
C 0.612 -0.359 0.606  -0.18
C 2.946 -1.595 0.681  -0.16
C 0.878 -1.554 -0.331  0.05
C -2.845 0.091 -0.703  -0.06
C 2.661 1.924 -1.289  -0.41
C -2.333 1.735 1.070  -0.09
C -0.659 0.164 0.373  -0.19
C -1.150 1.142 1.281  -0.05
H -0.318 1.460 2.011  0.14
H -3.352 -0.251 -1.511  0.07
H 3.790 -2.250 1.007  0.13
H 2.204 -2.717 -1.006  0.17
H -4.228 1.574 -0.150  0.13
H -1.388 -2.314 -1.880  0.02
H -2.598 2.545 1.586  0.05

=====

2.
A structure of composition C29H29N3SiV at a distorted geometry, computed with ωB97M-V with the def2-TZVPD basis set.

Properties
gap between HOMO and LUMO (alpha / beta)	6.9 / 6.8	eV
<S²>	3.780
spin multiplicity	4
E_LUMO (alpha / beta)	0.33 / -1.03	eV

Each line ends with the Löwdin charge.
Element x y z (Å)
V -0.285 0.549 1.881  0.73
Si -0.905 -1.183 -3.136  0.73
N 1.606 0.164 1.363  -0.02
N 0.241 -0.810 3.269  -0.09
N 1.537 -1.161 3.303  0.05
C -0.564 2.622 1.304  -0.17
C -1.404 -0.340 0.268  -0.23
C 2.621 -2.043 -5.136  -0.09
C -2.458 -1.375 5.742  -0.09
C 0.171 2.013 3.413  -0.14
C 3.643 0.304 0.097  -0.07
C -1.848 -1.060 4.532  -0.05
C -0.456 -1.262 4.412  -0.25
C -1.759 0.640 -5.132  -0.10
C 1.528 0.142 -3.773  -0.11
C 0.772 -1.040 -3.920  -0.34
C 4.310 -0.575 0.978  -0.06
C 0.599 2.484 2.130  -0.19
C -0.344 -2.143 6.654  -0.09
C -3.541 2.269 -4.850  -0.09
C -1.706 2.204 2.060  -0.16
C 0.289 -1.829 5.454  -0.04
C -2.518 1.709 -5.624  -0.09
C 2.825 0.217 -4.299  -0.10
C -3.094 0.637 -3.101  -0.10
C -1.715 -1.897 6.811  -0.10
C -2.010 0.124 -3.844  -0.32
C -3.840 1.715 -3.598  -0.09
C 1.329 -2.135 -4.603  -0.11
C 2.252 -0.675 2.240  -0.30
C 3.608 -1.051 2.072  0.00
C 2.331 0.687 0.330  -0.11
C -1.249 1.816 3.359  -0.17
C 3.380 -0.879 -4.968  -0.09
H 0.247 -2.564 7.468  0.10
H 1.608 2.826 1.882  0.13
H 3.038 -2.887 -5.688  0.10
H -1.569 -2.542 -3.020  -0.02
H -0.573 3.040 0.302  0.12
H -1.884 1.539 4.196  0.11
H -0.580 -0.900 -1.739  -0.06
H -4.666 2.120 -3.009  0.10
H 4.156 0.712 -0.776  0.10
H 4.396 -0.823 -5.363  0.10
H -3.344 0.186 -2.135  0.09
H -3.524 -1.194 5.863  0.10
H -0.966 0.203 -5.748  0.10
H -4.111 3.122 -5.224  0.10
H -2.425 0.058 0.187  -0.02
H 0.800 1.946 4.299  0.13
H 5.353 -0.856 0.805  0.11
H 0.738 -3.049 -4.718  0.10
H -2.747 2.248 1.738  0.12
H -2.205 -2.112 7.764  0.10
H -0.710 0.181 -0.437  -0.04
H 1.369 -1.965 5.318  0.10
H -1.367 -1.438 0.209  0.00
H 3.399 1.140 -4.190  0.10
H -2.406 -0.617 3.696  0.11
H 1.815 1.412 -0.312  0.12
H -2.312 2.099 -6.623  0.10
H 4.024 -1.730 2.814  0.11
H 1.101 1.006 -3.249  0.10

=====

3.
A structure of composition C31H58F16N7NbO10P at a distorted geometry, computed with ωB97M-V with the def2-TZVPD basis set.

Properties
gap between HOMO and LUMO	7.3	eV
spin multiplicity	1
E_LUMO	1.44	eV
total charge	-1

Each line ends with the Löwdin charge.
Element x y z (Å)
Nb -3.236 1.001 -1.781  1.38
P -3.426 -0.482 0.362  0.34
F -0.306 -3.197 -0.882  0.11
F 1.301 -1.383 -1.730  0.15
F -3.949 2.920 -3.930  -0.01
F 3.312 -1.253 -3.329  0.18
F -3.801 1.594 -6.008  0.13
F -1.445 2.826 -6.492  0.16
F 0.640 -1.564 -3.815  0.15
F -1.755 2.895 -3.761  -0.01
F 3.985 -3.091 -4.240  0.17
F 1.702 -4.010 -4.000  0.15
F 2.117 -4.058 -1.857  0.15
F -2.777 -0.032 -4.970  0.08
F -0.677 -4.005 -2.880  0.10
F 4.181 -2.793 -2.098  0.15
F -0.360 1.308 -5.362  0.16
F -1.483 0.747 -7.131  0.16
O 5.371 -8.214 -2.532  0.03
O -6.353 4.899 2.814  0.03
O -4.042 0.293 1.483  -0.41
O -1.060 8.504 0.237  0.01
O -4.142 -1.927 0.140  -0.24
O 0.545 1.816 2.903  0.04
O 5.234 -0.394 2.828  0.04
O -1.972 -1.016 0.868  -0.23
O -3.642 3.843 0.116  0.07
O 5.132 -5.863 3.785  0.02
N 5.131 -8.208 -4.765  0.00
N 0.882 0.722 4.832  0.01
N 4.668 -6.005 1.593  0.01
N -7.504 3.535 4.171  0.00
N -1.519 4.679 0.191  -0.20
N 7.063 -0.407 1.525  0.00
N -2.943 7.465 0.910  0.03
C -0.849 5.130 -1.026  -0.09
C 7.873 -0.792 0.392  -0.08
C 0.840 -2.240 -2.662  -0.35
C -4.136 7.281 1.713  -0.07
C 5.137 -1.783 0.880  -0.01
C -2.279 9.554 2.000  -0.02
C -1.410 0.923 3.956  0.00
C 4.784 -7.795 -3.515  -0.54
C -1.939 2.290 -0.477  -0.24
C -2.755 1.310 -5.207  -0.40
C 0.077 1.201 3.844  -0.53
C 4.549 -7.813 -6.029  -0.08
C 5.796 -0.808 1.831  -0.54
C 3.936 -5.740 0.373  -0.08
C 3.396 -2.573 -3.162  -0.52
C 3.240 -4.611 3.024  0.00
C -6.425 3.823 3.380  -0.54
C -2.041 8.462 0.970  -0.56
C -1.538 -0.463 -2.070  -0.33
C 1.987 -3.256 -2.925  -0.34
C -2.871 2.062 -3.842  -0.43
C -0.518 -2.838 -2.174  -0.43
C 0.505 -0.032 6.004  -0.09
C -0.578 4.243 1.226  -0.08
C 3.650 -6.803 -3.407  0.00
C 4.422 -5.539 2.848  -0.55
C -7.764 2.313 4.895  -0.09
C -1.734 -1.952 -2.307  -0.17
C -1.481 1.556 -6.058  -0.54
C -5.360 2.762 3.255  -0.01
C -2.471 3.620 -0.067  -0.54
H 5.891 -8.870 -4.775  0.14
H -4.875 1.578 -1.279  -0.06
H 3.542 -6.662 -0.057  0.08
H -0.411 5.038 1.964  0.09
H 4.126 -8.667 -6.561  0.08
H -0.970 3.367 1.745  0.06
H -1.831 1.362 4.862  0.09
H 2.307 -5.093 2.729  0.09
H 3.876 -5.883 -3.946  0.07
H -3.228 10.064 1.828  0.08
H -2.721 6.736 0.243  0.11
H -4.227 8.098 2.423  0.07
H -4.280 -0.356 -2.469  -0.08
H -4.110 6.338 2.258  0.07
H 8.795 -1.287 0.704  0.08
H -4.593 3.133 2.580  0.07
H -0.250 6.018 -0.793  0.08
H 5.467 -6.618 1.537  0.14
H -1.909 1.353 3.091  0.06
H 3.101 -5.075 0.575  0.07
H 3.500 -6.572 -2.357  0.05
H -1.464 10.267 1.912  0.07
H -1.743 1.726 0.449  0.04
H -2.299 9.148 3.012  0.08
H -8.184 4.277 4.217  0.13
H -1.592 5.418 -1.780  0.09
H -2.167 -2.132 -3.298  0.12
H 5.055 -1.368 -0.124  0.07
H 5.702 -2.716 0.819  0.08
H 7.319 -1.487 -0.231  0.07
H 5.285 -7.336 -6.679  0.08
H 2.724 -7.214 -3.812  0.09
H -8.685 1.830 4.560  0.08
H -0.927 -0.297 -1.173  0.05
H -5.033 7.261 1.093  0.09
H 8.139 0.069 -0.224  0.08
H 4.141 -1.988 1.258  0.07
H 7.451 0.241 2.192  0.14
H -2.424 -2.379 -1.566  0.10
H 0.781 0.486 6.924  0.08
H 1.861 0.920 4.686  0.14
H 0.399 3.958 0.809  0.09
H 3.349 -3.707 2.425  0.06
H 0.972 -1.019 6.015  0.08
H -0.963 2.387 -0.981  0.06
H 3.750 -7.100 -5.854  0.07
H -4.637 -1.881 -0.694  0.03
H -7.844 2.487 5.971  0.08
H -0.572 -0.173 6.013  0.07
H 3.191 -4.339 4.073  0.08
H -4.919 2.540 4.229  0.08
H -1.945 -0.900 1.831  0.04
H -5.747 1.836 2.829  0.08
H 4.573 -5.265 -0.376  0.08
H -0.189 4.357 -1.457  0.08
H -1.054 0.010 -2.938  0.05
H -1.610 -0.150 3.987  0.08
H -6.948 1.618 4.727  0.07

=====

We obtain calculated total energy values of -20079.29429; -68576.44752; -118315.51956 eV for the records listed above, in that order.
We obtain molar mass values of 213.20; 498.60; 1116.69 g/mol for the records listed above, in that order.